(1)
{"formula": "C6H11N", "method": "ωB97M-V/def2-TZVPD", "orbital_gap_ev": 10.72, "de_lowest_kj_mol": 265.1, "symbols": ["C", "C", "C", "C", "C", "C", "H", "H", "H", "H", "H", "H", "H", "H", "H", "H", "H", "N"], "coordinates": [[1.8089, 1.1045, 0.1085], [0.4720, 0.3576, 0.0995], [0.4912, -1.1311, 0.0110], [-1.1064, -1.4339, -0.1079], [-1.5004, -0.0085, 0.1342], [-0.7147, 0.8495, -0.8957], [2.2728, 0.4951, 0.9270], [2.3859, 1.0048, -0.8852], [1.6207, 2.1586, 0.3300], [1.1532, -1.2565, 0.9857], [1.0337, -1.5415, -0.7790], [-1.3074, -1.7275, -1.1995], [-1.6071, -2.1347, 0.6556], [-2.4985, 0.3380, 0.2558], [-1.0543, 1.8757, -0.7734], [-0.8341, 0.4823, -2.0155], [-0.1538, -0.0725, 1.9671], [-0.4618, 0.6400, 1.1818]], "atomic_forces_ev_per_a": [[-0.2, -1.7, -0.4], [-0.5, 3.3, -3.6], [0.0, -0.2, 2.5], [0.9, -0.8, 0.6], [1.0, 2.3, 0.5], [-0.1, -2.2, -1.0], [0.8, 1.3, -0.5], [-0.9, 0.0, 1.7], [0.3, -0.3, 0.2], [-1.7, -1.2, -1.5], [0.9, -0.7, -1.4], [0.1, 0.1, 1.8], [1.1, 0.8, -1.3], [-1.0, -0.4, 0.5], [0.6, 0.1, -0.1], [0.6, 0.7, 2.2], [-1.3, 1.7, -1.4], [-0.5, -2.8, 1.3]], "mulliken_charge": [-1.3919, 0.6194, -0.8842, -0.5527, -0.1356, -0.6798, 0.3076, 0.2489, 0.3718, 0.3520, 0.3764, 0.2497, 0.2969, 0.5088, 0.3567, 0.2117, 0.3485, -0.6043]}



(2)
{"formula": "C23H48BBrI2O10P", "method": "ωB97M-V/def2-TZVPD", "total_charge": -1, "orbital_gap_ev": 7.02, "symbols": ["C", "O", "C", "C", "C", "C", "C", "C", "C", "C", "C", "O", "P", "C", "O", "C", "C", "C", "C", "Br", "O", "B", "O", "O", "O", "C", "C", "I", "C", "C", "I", "H", "H", "H", "H", "H", "H", "H", "H", "H", "H", "H", "H", "H", "H", "H", "H", "H", "H", "H", "H", "H", "H", "H", "H", "H", "H", "H", "H", "H", "H", "H", "H", "H", "H", "H", "H", "H", "H", "H", "H", "C", "C", "O", "C", "O", "O", "C", "H", "H", "H", "H", "H", "H", "H", "H"], "coordinates": [[4.5676, -0.5500, 1.7159], [4.1070, -1.8090, 1.2599], [4.2959, -1.9675, -0.1433], [3.1394, -2.8778, -0.7104], [1.8329, -2.0381, -0.6035], [0.5344, -2.7693, -1.0979], [-0.6620, -2.7337, -0.0915], [-0.9358, -1.3369, 0.5627], [-2.0946, -0.5039, -0.1059], [-1.4508, 0.7442, -0.8179], [-1.3524, 2.0222, 0.0955], [-0.0571, 2.5914, 0.1566], [0.2379, 3.8296, -1.0368], [0.3443, 5.0995, 0.4420], [0.6671, 4.4855, 1.7136], [2.0560, 4.4682, 1.9637], [0.3963, 5.3298, -2.2087], [0.5590, 4.9919, -3.7239], [0.9125, 6.3586, -4.4729], [-1.0856, 4.3146, -4.5917], [0.5110, 2.6261, -2.2695], [1.7789, 2.0618, -2.1753], [2.7048, 2.3027, -3.2475], [2.2571, 1.2581, -1.1027], [-1.4653, 3.9980, -1.3245], [-2.2917, 3.1128, -0.5534], [-3.1038, 4.0957, 0.3887], [-5.2321, 4.1981, -0.1668], [-2.8822, 3.8614, 1.9217], [-3.5955, 2.6004, 2.5131], [-3.6003, 5.6383, 2.9674], [3.7602, 0.2234, 1.7297], [4.9061, -0.6539, 2.7747], [5.4505, -0.1912, 1.1420], [5.3106, -2.3383, -0.4144], [4.1491, -0.9565, -0.6048], [3.4107, -3.1559, -1.7552], [3.1319, -3.7767, -0.0490], [1.7245, -1.7275, 0.4600], [1.9538, -1.1177, -1.2100], [0.2535, -2.4187, -2.1182], [0.8108, -3.8475, -1.2365], [-0.5850, -3.5492, 0.6647], [-1.5778, -2.9874, -0.6838], [-1.2574, -1.5397, 1.6160], [-0.0494, -0.6764, 0.6380], [-2.7918, -0.1855, 0.7097], [-2.7075, -1.0809, -0.8287], [-0.4177, 0.4898, -1.1437], [-2.0298, 0.9342, -1.7519], [-1.5489, 1.6939, 1.1358], [1.7003, 3.7834, -0.8694], [-0.6261, 5.6524, 0.5172], [1.1242, 5.8856, 0.2585], [2.3213, 3.4104, 2.2311], [2.6729, 4.7082, 1.0672], [2.3433, 5.1056, 2.8384], [-0.4404, 6.0410, -2.0193], [1.3266, 5.8845, -1.9206], [1.3927, 4.3052, -3.9505], [1.4754, 6.9823, -3.7510], [1.5336, 6.1790, -5.3810], [-0.0518, 6.8306, -4.7670], [3.1284, 1.4481, -3.3790], [2.6125, 1.8519, -0.4349], [-3.0145, 2.7729, -1.3312], [-2.7231, 5.1158, 0.1676], [-1.7852, 3.8223, 2.1173], [-2.9414, 1.7084, 2.6039], [-4.5248, 2.3094, 1.9851], [-3.9009, 2.8594, 3.5548], [-3.9273, -8.6835, 1.8796], [-3.1250, -8.2463, 0.6698], [-2.0166, -7.4228, 1.0462], [-0.9714, -8.0716, 1.5628], [-0.8830, -9.2593, 1.7247], [-0.0471, -7.1666, 1.8887], [1.0946, -7.7173, 2.5433], [-4.2300, -7.8169, 2.4701], [-4.8175, -9.2337, 1.5722], [-3.3360, -9.3262, 2.5329], [-3.7518, -7.6358, 0.0192], [-2.7843, -9.1005, 0.0816], [1.5308, -8.5286, 1.9612], [0.8214, -8.0660, 3.5398], [1.8311, -6.9223, 2.6401]], "atomic_forces_ev_per_a": [[0.3, 0.4, 0.9], [0.5, 0.1, -0.2], [-1.1, 0.4, -1.0], [0.9, 0.9, 0.8], [-0.3, -0.4, -0.4], [0.6, -0.9, 0.3], [-0.4, 0.4, -0.9], [-1.1, -0.5, 0.8], [0.9, 0.6, 0.3], [-0.2, -0.6, -0.4], [0.3, -0.3, -1.0], [-0.8, -0.1, -0.9], [0.6, 1.8, 1.0], [-0.3, 0.4, -0.1], [0.3, 1.1, -0.3], [0.4, -1.2, 0.3], [0.5, -0.6, -0.6], [0.7, 2.3, -0.2], [-0.5, -0.9, 0.1], [0.4, -0.1, 0.2], [1.2, -0.7, 0.0], [-0.6, 1.1, -0.5], [-1.4, -0.9, 0.7], [-0.2, 0.2, -1.0], [0.5, -1.6, 1.0], [-0.6, 1.7, -0.7], [0.9, 0.1, 1.0], [0.6, -0.1, 0.1], [-0.5, -0.8, -0.7], [-0.1, 0.4, 1.1], [0.3, -0.2, 0.0], [0.5, -0.5, -0.4], [-0.3, -0.1, -0.7], [-0.6, -0.1, 0.2], [-0.5, 0.1, 0.4], [0.3, -0.7, 0.1], [-0.4, 0.1, 0.7], [-0.3, 0.4, -0.7], [0.1, -0.2, -0.7], [0.1, -0.4, 0.6], [0.0, 0.0, 0.8], [-0.3, 0.7, 0.0], [0.3, 0.7, -0.4], [0.6, 0.1, 0.5], [0.4, 0.1, -0.7], [-0.4, -0.6, -0.1], [0.4, 0.0, -0.7], [0.5, 0.1, 0.4], [-0.7, 0.1, 0.2], [0.5, 0.2, 0.7], [-0.4, 0.4, -0.6], [0.0, -0.2, 0.3], [0.5, -0.4, 0.4], [-0.6, -0.6, -0.1], [-0.1, 0.7, -0.1], [-0.5, 0.1, 0.6], [-0.3, -0.2, -0.7], [0.4, -0.6, -0.4], [-0.5, -0.6, -0.2], [-0.8, -0.1, 0.4], [-0.3, -0.1, -0.6], [-0.5, 0.1, 0.6], [0.9, 0.0, 0.2], [0.6, 0.2, 0.0], [-0.2, 0.0, 0.3], [0.5, -0.6, 1.0], [-0.5, -0.8, -0.1], [-0.7, 0.2, -0.2], [-0.2, 0.6, -0.3], [0.6, 0.3, 0.1], [0.2, -0.4, -0.7], [0.2, 0.0, 0.3], [-0.5, -0.3, -0.1], [0.1, 0.0, -0.1], [-0.2, 0.4, 0.1], [0.1, -0.2, 0.0], [0.0, -0.1, -0.1], [0.4, 0.0, 0.2], [-0.1, 0.0, -0.1], [0.0, 0.1, 0.0], [0.0, 0.0, -0.1], [0.2, 0.2, 0.1], [0.1, 0.0, 0.2], [-0.1, 0.0, 0.1], [0.0, -0.1, -0.1], [-0.2, 0.1, -0.1]], "mulliken_charge": [-0.5642, -0.3555, -0.3135, -0.8137, 0.3373, -0.7908, -0.7537, -0.0964, -0.9317, -0.8406, 0.6332, -0.6920, 1.0244, -0.9644, -0.3357, -0.6793, -1.4139, 0.3690, -1.2040, -0.2444, -0.8322, 0.9889, -0.6658, -0.5016, -0.5706, 0.1211, -1.6505, 0.0604, 0.0361, -0.8221, 0.0472, 0.1407, 0.2654, 0.3083, 0.3523, 0.1819, 0.3346, 0.2720, 0.3331, -0.3387, 0.3392, 0.4200, 0.2498, 0.3198, 0.3554, -0.0137, 0.2721, 0.3559, -0.4201, 0.8198, 0.1741, 0.1989, 0.1359, 0.5981, 0.1385, 0.3242, 0.2211, 0.3072, 0.6060, 0.1496, 0.3338, 0.3189, 0.3239, 0.2254, 0.1863, 0.7758, 0.7366, 0.2516, 0.2194, 0.2134, 0.4361, -1.0894, -0.2042, -0.3060, 0.7361, -0.5683, -0.2688, -0.6702, 0.2879, 0.3541, 0.3113, 0.2947, 0.3076, 0.3050, 0.2960, 0.2105]}



Q: Which formula does entry 2 have?
A: C23H48BBrI2O10P